{
  "formula": "C43H52BN8OReS4",
  "method": "ωB97M-V/def2-TZVPD",
  "elements": ["Re", "S", "S", "S", "S", "O", "N", "N", "N", "N", "N", "N", "N", "N", "C", "C", "C", "C", "C", "C", "C", "C", "C", "C", "C", "C", "C", "C", "C", "C", "C", "C", "C", "C", "C", "C", "C", "C", "C", "C", "C", "C", "C", "C", "C", "C", "C", "C", "C", "C", "C", "C", "C", "C", "C", "C", "C", "B", "H", "H", "H", "H", "H", "H", "H", "H", "H", "H", "H", "H", "H", "H", "H", "H", "H", "H", "H", "H", "H", "H", "H", "H", "H", "H", "H", "H", "H", "H", "H", "H", "H", "H", "H", "H", "H", "H", "H", "H", "H", "H", "H", "H", "H", "H", "H", "H", "H", "H", "H", "H"],
  "positions_angstrom": [[-0.34, -0.12, -0.13], [-1.34, -1.71, 1.40], [1.70, -0.36, 1.10], [2.41, -0.37, -1.99], [-0.93, 1.75, 1.31], [1.30, 0.63, -1.73], [0.51, 1.35, 3.59], [-1.55, 0.97, -1.61], [0.94, 3.28, 2.63], [-0.66, -1.47, -1.54], [2.37, -2.50, 2.70], [-1.58, -0.17, 3.64], [0.82, -1.20, 3.57], [-3.53, -0.77, 2.82], [3.43, -3.09, 1.82], [5.88, 0.35, -3.84], [0.96, 4.47, 1.71], [-4.63, -1.36, 1.98], [0.07, -3.76, -3.83], [-0.82, -3.91, -2.58], [4.24, 1.71, -4.97], [-5.97, -1.00, 2.62], [1.72, -1.55, -3.14], [-2.51, 2.92, -2.59], [-2.03, -3.07, -2.72], [1.99, 5.47, 2.24], [0.24, 2.13, 2.53], [-4.59, -0.74, 0.58], [-1.33, 0.46, -2.84], [4.03, -4.31, 2.53], [4.91, -0.09, -2.96], [2.02, -3.02, 3.93], [1.66, 3.21, 3.80], [-2.19, -0.84, 2.65], [3.26, 1.27, -4.10], [1.07, -2.22, 4.46], [-0.82, -0.93, -2.87], [2.81, -3.56, 0.50], [5.55, 1.24, -4.85], [-0.42, 5.13, 1.71], [4.55, -2.07, 1.61], [-1.64, -1.98, -3.70], [1.40, 2.02, 4.39], [2.27, -2.82, -3.18], [-2.14, 2.17, -1.50], [1.41, 4.03, 0.31], [-1.65, 1.17, -3.98], [-3.76, -0.01, 3.94], [-2.55, 0.36, 4.44], [-2.23, 2.42, -3.86], [1.62, -1.39, 2.51], [-0.33, -2.41, -4.43], [-4.51, -2.89, 1.95], [1.53, -3.90, -3.57], [-1.11, -2.81, -1.54], [3.61, 0.37, -3.11], [0.44, -1.23, -3.80], [-0.08, -0.02, 4.03], [3.59, -4.04, -0.10], [4.22, -1.20, 1.04], [2.31, 4.00, 4.14], [-3.06, -3.40, -2.62], [-5.32, -3.28, 1.34], [-1.18, 4.49, 1.27], [5.15, -0.77, -2.15], [-4.61, -3.30, 2.95], [-3.57, -3.22, 1.52], [2.24, 1.64, -4.19], [-1.30, -3.21, -0.56], [-6.07, -1.42, 3.62], [1.97, -4.89, -3.60], [2.03, -4.29, 0.69], [3.28, -5.08, 2.70], [2.47, -3.90, 4.34], [-0.26, -4.56, -4.49], [0.67, 3.42, -0.20], [2.98, 5.03, 2.30], [-0.37, 6.05, 1.13], [-0.87, -4.90, -2.15], [3.30, -2.96, -2.85], [2.34, 3.46, 0.36], [-4.76, 0.33, 0.63], [0.55, -0.38, -4.48], [-2.34, 2.53, -0.50], [-4.74, 0.21, 4.31], [4.80, -4.73, 1.89], [6.90, 0.00, -3.73], [3.99, 2.42, -5.75], [-2.44, -1.57, -4.31], [-0.34, -2.42, -5.52], [-2.33, 0.94, 5.32], [0.55, -2.30, 5.40], [2.04, 6.30, 1.54], [-2.49, 2.99, -4.75], [-3.00, 3.87, -2.45], [-6.76, -1.44, 2.01], [6.31, 1.58, -5.54], [5.37, -2.54, 1.06], [-3.64, -0.92, 0.08], [1.75, 1.62, 5.32], [2.39, -2.73, -0.07], [-0.72, 5.38, 2.72], [1.59, 4.92, -0.30], [4.49, -4.04, 3.47], [1.70, 5.87, 3.21], [-1.46, 0.75, -4.96], [-6.14, 0.07, 2.65], [4.94, -1.73, 2.56], [-0.05, -0.02, 5.22], [-5.38, -1.18, -0.02]],
  "homo_ev": [-14.798, -16.022],
  "e_above_lowest_kcal_mol": 110.8,
  "gap_ev": [5.2, 6.8],
  "total_charge": 3,
  "s_squared": 4.189,
  "multiplicity": 4
}

{
  "formula": "C43H52BeN7O3",
  "method": "ωB97M-V/def2-TZVPD",
  "elements": ["O", "O", "O", "N", "N", "N", "N", "N", "N", "N", "C", "C", "C", "C", "C", "C", "C", "C", "C", "C", "C", "C", "C", "C", "C", "C", "C", "C", "C", "C", "C", "C", "C", "C", "C", "C", "C", "C", "C", "C", "C", "C", "C", "C", "C", "C", "C", "C", "C", "C", "C", "C", "C", "Be", "H", "H", "H", "H", "H", "H", "H", "H", "H", "H", "H", "H", "H", "H", "H", "H", "H", "H", "H", "H", "H", "H", "H", "H", "H", "H", "H", "H", "H", "H", "H", "H", "H", "H", "H", "H", "H", "H", "H", "H", "H", "H", "H", "H", "H", "H", "H", "H", "H", "H", "H", "H"],
  "positions_angstrom": [[0.84, 1.37, 3.80], [-0.26, -1.82, -5.06], [-1.41, -0.08, -0.17], [-2.76, 0.09, 1.49], [3.26, 1.41, 0.29], [-0.47, 3.37, 1.73], [-2.95, 0.78, -1.63], [5.26, -2.55, 1.05], [-3.00, -1.70, 0.46], [-3.03, -0.96, -1.46], [-3.94, 1.48, -2.26], [5.29, -1.70, -1.26], [4.96, 3.28, -0.79], [-4.49, -3.53, 0.68], [-2.11, -2.40, 1.18], [2.82, 2.26, -0.65], [-2.34, -3.65, 1.62], [1.00, -2.16, -3.05], [-1.67, -0.19, 3.71], [-0.06, 4.45, 2.39], [1.24, 4.74, 2.66], [2.21, 3.89, 2.19], [-2.29, 2.82, -3.37], [4.49, -0.62, -0.92], [0.93, -1.06, 3.80], [-3.64, 2.54, -3.11], [-4.15, -2.25, 0.22], [-2.91, -0.30, 4.29], [-1.67, 1.06, -1.91], [5.39, 2.38, 0.21], [-3.00, -2.78, -3.57], [3.62, 3.25, -1.17], [1.04, 0.26, -0.43], [-3.91, 0.07, 2.16], [-4.13, -2.03, -3.32], [0.16, -1.34, -3.98], [-3.55, -4.26, 1.28], [3.83, -0.66, 0.33], [-1.28, 2.04, -2.83], [0.48, 2.51, 1.25], [-1.61, -0.09, 2.32], [5.58, -2.66, -0.23], [1.23, 0.31, 3.28], [1.82, 2.69, 1.50], [-4.06, -0.17, 3.49], [-0.10, -0.47, 0.31], [-1.95, -1.80, -1.69], [-0.23, 0.03, -3.53], [-4.14, -1.11, -2.24], [4.51, 1.44, 0.73], [4.31, -1.60, 1.30], [-1.91, -2.67, -2.74], [2.39, 0.35, 2.21], [-2.95, 0.01, -0.15], [-0.69, -0.10, 1.75], [-1.01, -3.22, -3.02], [-1.59, -4.17, 2.20], [4.71, 0.74, 1.52], [-4.35, 3.32, -3.34], [-4.90, -1.65, -0.28], [0.29, -0.99, 4.68], [-0.91, 0.40, -1.51], [5.80, -1.99, -2.17], [2.55, 1.41, 2.01], [-1.20, -1.83, 1.30], [0.99, -1.67, -2.07], [3.09, 0.05, 0.66], [-0.13, -1.56, 0.25], [-0.05, -0.19, 1.36], [-4.99, 1.31, -2.10], [-5.03, -2.18, -3.91], [6.14, -3.53, -0.54], [1.81, -1.68, 3.96], [3.26, -0.08, 2.71], [3.29, 4.03, -1.83], [2.48, 1.95, 1.08], [1.46, 5.70, 3.10], [-0.85, 5.09, 2.75], [3.94, -1.66, 2.31], [-1.08, -1.72, -1.05], [-0.77, 0.56, -4.31], [4.40, 0.17, -1.65], [5.64, 4.03, -1.15], [0.65, -3.19, -2.99], [-5.46, -3.96, 0.50], [-0.86, 0.01, -2.64], [3.18, 4.22, 2.54], [-2.08, 3.68, -3.99], [1.22, -0.08, -1.44], [-3.13, -0.45, 5.33], [-3.01, -3.50, -4.37], [2.08, -0.17, 1.30], [-4.98, -0.43, -2.18], [0.26, -1.63, 3.15], [0.87, 1.33, -0.53], [1.93, 0.04, 0.16], [6.39, 2.41, 0.62], [-5.06, -0.28, 3.87], [1.95, -1.99, -3.56], [-0.23, 2.30, -2.91], [1.77, 2.22, -0.88], [-4.76, 0.19, 1.51], [0.73, 0.50, -3.30], [0.17, 1.68, 0.63], [-0.80, -0.44, 4.30], [-3.82, -5.21, 1.72]],
  "homo_ev": -10.354,
  "e_above_lowest_kcal_mol": 566.0,
  "gap_ev": 7.3,
  "total_charge": 1
}

{
  "formula": "C43H52ClIIrN5O3",
  "method": "ωB97M-V/def2-TZVPD",
  "elements": ["Ir", "I", "Cl", "O", "O", "O", "N", "N", "N", "N", "N", "C", "C", "C", "C", "C", "C", "C", "C", "C", "C", "C", "C", "C", "C", "C", "C", "C", "C", "C", "C", "C", "C", "C", "C", "C", "C", "C", "C", "C", "C", "C", "C", "C", "C", "C", "C", "C", "C", "C", "C", "C", "C", "C", "H", "H", "H", "H", "H", "H", "H", "H", "H", "H", "H", "H", "H", "H", "H", "H", "H", "H", "H", "H", "H", "H", "H", "H", "H", "H", "H", "H", "H", "H", "H", "H", "H", "H", "H", "H", "H", "H", "H", "H", "H", "H", "H", "H", "H", "H", "H", "H", "H", "H", "H", "H"],
  "positions_angstrom": [[-0.59, -0.38, 0.08], [3.52, 0.75, -3.18], [0.67, -2.93, -6.43], [1.08, -0.20, -1.24], [-1.03, 1.06, -2.26], [-2.56, 2.19, -3.39], [-0.86, -1.88, -1.62], [-0.93, 1.12, 1.36], [1.10, -0.84, 1.17], [-2.68, -0.01, -0.61], [-3.15, 0.73, -1.71], [0.58, 1.65, 5.27], [-0.22, 2.63, 4.66], [3.66, 0.62, 1.44], [1.03, -0.76, -2.43], [3.53, -0.77, 0.83], [-2.05, -3.49, -2.93], [1.07, -3.63, 0.06], [4.38, 0.55, 2.80], [-3.73, 3.84, -0.30], [4.71, -1.39, 0.41], [-4.12, 2.96, 0.69], [0.93, 0.56, 4.53], [1.01, -4.55, -1.16], [-4.83, 0.23, 1.97], [-3.96, 2.42, -3.63], [-0.69, 2.47, 3.38], [0.80, -2.12, -4.90], [-0.37, 1.33, 2.61], [0.02, 3.66, -0.25], [0.97, -4.46, 1.35], [1.81, -1.24, -4.68], [0.50, 0.40, 3.20], [-1.44, -1.76, 1.31], [-3.91, 1.35, 2.50], [2.31, -2.77, 0.11], [-3.21, 2.12, 1.34], [-0.15, -2.38, -3.89], [-1.22, -3.29, -4.00], [-1.82, -2.77, -1.75], [-1.42, 3.17, 0.03], [-2.39, 3.96, -0.59], [1.94, -0.56, -3.45], [0.56, 4.49, 0.93], [-1.86, 2.15, 0.92], [-2.18, 1.34, -2.45], [4.40, 1.60, 0.53], [2.33, -1.48, 0.67], [3.52, -3.32, -0.30], [1.17, -0.60, 2.44], [4.71, -2.64, -0.16], [1.09, 2.69, -0.71], [-3.14, 0.81, 3.70], [-0.01, -1.69, -2.66], [4.50, 2.57, 1.02], [-4.46, 4.48, -0.78], [0.95, -3.82, 2.24], [0.06, -5.07, 1.35], [1.63, -5.43, -1.03], [1.34, 1.97, 0.06], [-4.27, -0.68, 1.73], [3.52, -4.32, -0.71], [-0.19, 5.15, 1.35], [-5.40, 0.54, 1.09], [-3.85, 0.32, 4.37], [-1.33, 3.23, 2.95], [-4.57, 2.11, 2.92], [1.95, -1.14, 2.98], [-5.16, 2.95, 1.00], [-4.00, 3.14, -4.44], [5.41, 1.24, 0.29], [-2.12, -2.40, 0.74], [1.83, -5.12, 1.44], [1.39, 5.11, 0.57], [5.42, 0.24, 2.67], [2.68, 1.05, 1.60], [-2.45, -2.97, -0.89], [1.59, -0.20, 4.95], [-2.86, -4.21, -2.97], [-3.07, -0.94, -0.67], [-1.37, -3.82, -4.93], [0.80, 2.15, -1.60], [0.21, -2.97, 0.02], [-2.06, 4.72, -1.30], [2.53, -1.05, -5.46], [4.37, 1.53, 3.28], [5.65, -0.86, 0.54], [0.93, 1.78, 6.28], [1.34, -4.03, -2.07], [3.91, -0.16, 3.48], [-0.12, 4.37, -1.07], [0.95, 3.85, 1.72], [-2.65, 1.60, 4.26], [-2.00, -1.25, 2.09], [-2.38, 0.08, 3.44], [-3.03, 0.44, 0.23], [5.64, -3.09, -0.48], [-5.55, -0.05, 2.74], [-4.44, 2.86, -2.75], [-0.68, -2.38, 1.77], [-0.49, 3.52, 5.21], [3.87, 1.74, -0.41], [-4.08, 1.12, -1.61], [1.99, 3.26, -0.93], [-4.46, 1.50, -3.92], [-0.01, -4.90, -1.32]],
  "homo_ev": [-9.923, -9.858],
  "e_above_lowest_kcal_mol": 0.0,
  "gap_ev": [7.1, 5.8],
  "total_charge": 1,
  "s_squared": 0.760,
  "multiplicity": 2
}

{
  "formula": "C43H53AlBN12O6S2",
  "method": "ωB97M-V/def2-TZVPD",
  "elements": ["S", "S", "Al", "O", "O", "O", "O", "O", "O", "N", "N", "N", "N", "N", "N", "N", "N", "N", "N", "N", "N", "C", "C", "C", "C", "C", "C", "C", "C", "C", "C", "C", "C", "C", "C", "C", "C", "C", "C", "C", "C", "C", "C", "C", "C", "C", "C", "C", "C", "C", "C", "C", "C", "C", "C", "C", "C", "C", "C", "C", "C", "C", "C", "C", "B", "H", "H", "H", "H", "H", "H", "H", "H", "H", "H", "H", "H", "H", "H", "H", "H", "H", "H", "H", "H", "H", "H", "H", "H", "H", "H", "H", "H", "H", "H", "H", "H", "H", "H", "H", "H", "H", "H", "H", "H", "H", "H", "H", "H", "H", "H", "H", "H", "H", "H", "H", "H", "H"],
  "positions_angstrom": [[-3.37, -0.11, 3.41], [-0.53, 0.66, 4.67], [-0.34, -0.48, -0.07], [1.18, -5.37, 5.56], [-1.94, -3.97, 0.33], [-0.13, -6.77, 4.27], [0.86, 0.46, 5.00], [-0.75, -2.11, 0.44], [-1.50, -0.07, 5.45], [-0.70, 0.45, 3.09], [-2.01, -0.06, 1.21], [-1.87, -0.14, -2.34], [2.90, 1.24, 1.97], [-0.17, -2.02, -2.36], [0.22, 0.08, -3.73], [1.10, 0.42, 0.61], [0.83, -1.73, -1.48], [0.98, 0.88, -2.94], [-1.42, 0.67, -1.33], [-1.65, 6.47, 5.36], [3.84, 3.12, 3.24], [-0.18, -3.32, -2.67], [-0.89, 2.40, 4.88], [-0.11, -0.46, -6.17], [3.18, -4.48, -0.35], [3.88, -2.43, -1.62], [-0.46, 4.67, 4.26], [1.78, 1.56, -3.74], [-1.43, 5.11, 5.17], [-1.19, 2.92, 0.75], [-3.06, 0.29, -2.78], [2.86, -3.01, -0.62], [4.19, 2.12, -3.76], [-1.20, -3.97, -3.54], [-0.19, 3.32, 4.12], [-2.33, 1.65, -1.18], [3.36, 2.24, 2.66], [-1.11, -3.27, 0.90], [0.34, -2.92, 2.95], [0.65, -6.68, 5.45], [-4.18, -0.45, 1.91], [2.80, 2.59, -3.30], [-0.69, -5.08, 2.54], [0.55, 0.25, -5.03], [-3.31, -0.39, 0.89], [-1.87, 2.81, 5.76], [-3.39, 1.42, -2.06], [-0.46, -3.75, 2.17], [-2.13, 2.97, -0.45], [1.92, 0.86, 1.33], [1.51, -2.87, -1.29], [0.89, -3.90, -2.01], [2.81, 2.75, -1.78], [0.70, -4.68, 4.47], [2.97, -2.24, 0.69], [-1.50, 3.89, -1.52], [0.93, -3.37, 4.13], [-1.85, 0.11, 2.54], [-3.48, 3.52, 0.00], [1.54, 1.20, -5.09], [2.47, 3.94, -3.95], [-2.14, 4.16, 5.91], [-3.85, -0.41, -3.84], [-0.09, -5.51, 3.69], [-0.84, -0.92, -3.19], [-3.41, -0.24, -4.82], [4.93, 2.89, -3.54], [3.28, -5.06, -1.27], [2.30, -2.65, 1.44], [-0.36, 2.24, 0.58], [0.03, -6.91, 6.32], [3.99, -2.31, 1.07], [3.64, -1.38, -1.82], [0.33, -0.12, -7.11], [-0.79, 3.92, 0.94], [-1.31, -5.71, 1.93], [-4.28, 2.01, -2.18], [-3.32, 4.43, 0.59], [-4.00, 2.79, 0.62], [4.89, -2.49, -1.23], [-1.05, -5.05, -3.53], [-2.20, -3.76, -3.16], [4.47, 1.21, -3.24], [-1.71, 2.60, 1.65], [4.19, 1.93, -4.84], [0.08, 5.40, 3.67], [1.47, -7.41, 5.39], [-4.13, 3.78, -0.84], [3.14, 1.84, -1.31], [-2.54, 6.72, 5.75], [-2.42, 2.06, 6.32], [2.40, -4.93, 0.26], [3.50, 3.56, -1.51], [-2.91, 4.49, 6.59], [-3.87, -1.48, -3.66], [1.82, 2.99, -1.40], [3.83, -2.97, -2.57], [-0.56, 3.44, -1.87], [1.17, -4.94, -2.06], [-2.16, 4.01, -2.38], [-4.87, -0.03, -3.85], [-1.34, 7.07, 4.62], [0.49, -1.90, 2.65], [-1.39, -1.40, -4.13], [1.54, 4.34, -3.54], [0.55, 2.98, 3.42], [-3.56, -0.59, -0.14], [-5.22, -0.71, 1.89], [3.27, 4.65, -3.77], [-1.28, 4.87, -1.10], [1.52, -2.70, 4.73], [-1.18, -0.25, -6.20], [4.12, -4.54, 0.20], [2.73, -1.20, 0.53], [0.02, -1.54, -6.10], [2.34, 3.83, -5.03], [-1.14, -3.62, -4.57], [2.02, 1.57, -5.98]],
  "homo_ev": -5.277,
  "gap_ev": 7.5,
  "total_charge": -1
}